Record 1
A cluster of 6 separate species, C14H18F2N4O6 in total in a non-equilibrium geometry, computed with ωB97M-V/def2-TZVPD.

Element x y z (Å)
O 7.955 -9.865 10.973
C 7.344 -10.617 10.163
O 8.061 -11.448 9.231
C 7.103 -12.287 8.533
C 5.727 -12.071 9.220
F 5.427 -13.204 9.917
O 6.069 -11.074 10.233
H 6.934 -11.899 7.529
H 7.276 -13.363 8.533
H 4.852 -11.652 8.723
O 6.707 -16.285 9.905
C 6.942 -16.517 11.132
O 8.179 -16.286 11.741
C 8.158 -16.956 12.949
C 6.720 -16.929 13.364
F 6.453 -15.786 14.086
O 6.064 -16.956 12.085
H 8.484 -17.996 12.985
H 8.735 -16.407 13.693
H 6.327 -17.789 13.905
C 7.509 -11.715 18.058
C 6.365 -11.558 18.956
N 5.488 -11.494 19.710
H 7.135 -12.239 17.179
H 8.279 -12.301 18.559
H 7.784 -10.712 17.729
C 8.701 -12.785 12.435
C 8.738 -13.132 13.835
N 8.727 -13.337 14.933
H 7.626 -12.807 12.260
H 9.093 -13.679 11.950
H 9.298 -11.903 12.201
C 12.840 -9.883 10.396
C 12.108 -11.072 10.877
N 11.496 -12.002 11.216
H 13.880 -10.145 10.200
H 12.783 -9.019 11.058
H 12.419 -9.645 9.419
C 10.362 -14.419 8.621
C 11.758 -14.550 8.933
N 12.898 -14.598 9.166
H 9.872 -14.143 9.555
H 9.986 -15.408 8.359
H 10.358 -13.682 7.818

Output
Kohn-Sham gap in eV: 11.52
Net charge: 0
SMILES: O=C1OC[C@@H](F)O1.O=C1OC[C@@H](F)O1.CC#N.CC#N.CC#N.CC#N
Spin multiplicity: 1
F_max in eV/A: 6.2

Record 2
A cluster of 2 separate species, C6H15NS in total in a non-equilibrium geometry, computed with ωB97M-V/def2-TZVPD.

Element x y z (Å)
C -0.382 1.150 -0.388
N -0.001 0.038 0.508
C 0.815 -1.004 -0.164
C 2.317 -0.782 0.021
S 3.329 -1.780 -1.123
C 0.312 -2.393 0.195
C -1.353 2.084 0.270
C -2.674 1.379 0.658
H 0.489 1.644 -0.834
H -0.906 0.625 -1.198
H 0.616 0.456 1.207
H 0.671 -0.893 -1.246
H 2.510 0.284 -0.133
H 2.633 -1.073 1.028
H 2.445 -0.612 -2.640
H -0.773 -2.460 0.170
H 0.874 -3.128 -0.382
H 0.592 -2.631 1.236
H -1.542 2.933 -0.396
H -1.016 2.570 1.196
H -2.443 0.504 1.256
H -3.405 2.088 1.039
H -3.108 1.001 -0.278

Output
Kohn-Sham gap (spin up / spin down) in eV: 4.88 / 6.59
Net charge: -1
Spin multiplicity: 2
F_max in eV/A: 1.7

Record 3
A cluster of 7 separate species, H12IO6 in total in a non-equilibrium geometry, computed with ωB97M-V/def2-TZVPD.

Element x y z (Å)
I 23.180 23.216 -3.505
O 23.925 21.914 -0.252
H 23.713 22.306 0.629
H 23.943 22.653 -0.831
O 21.152 24.070 -0.834
H 20.869 23.173 -0.822
H 21.633 24.213 -1.628
O 20.316 21.433 -3.779
H 21.069 21.994 -3.565
H 20.617 20.515 -3.696
O 21.784 22.941 -6.711
H 21.137 22.214 -6.635
H 22.247 23.146 -5.899
O 20.177 24.775 -4.616
H 21.100 24.842 -4.849
H 19.881 24.126 -5.247
O 23.870 20.563 -5.591
H 23.142 19.978 -5.292
H 23.865 21.329 -4.997

Output
Kohn-Sham gap in eV: 8.52
Net charge: -1
Spin multiplicity: 1
F_max in eV/A: 2.5

Record 4
A cluster of 2 separate species, C9H16NO in total in a non-equilibrium geometry, computed with ωB97M-V/def2-TZVPD.

Element x y z (Å)
C 3.002 0.464 0.223
C -0.400 1.466 -1.369
C 0.740 1.476 -0.591
C -0.721 0.282 -1.993
C 1.583 0.374 -0.365
C 0.114 -0.857 -1.893
C 1.241 -0.755 -1.115
O -1.711 0.039 -2.906
H -1.128 2.247 -1.531
H 1.071 2.413 -0.120
H -2.100 0.891 -3.154
H -0.086 -1.818 -2.387
H 3.074 -0.017 1.179
H 3.276 1.524 0.369
H 1.910 -1.602 -1.051
H 3.767 -0.007 -0.396
C -0.952 -1.128 1.327
C -2.387 -0.724 1.325
N -0.201 0.044 1.881
H -0.901 -1.974 2.046
H -0.677 -1.566 0.345
H -2.784 -0.426 2.282
H -3.035 -1.512 0.866
H 0.758 0.311 1.640
H -0.689 0.948 1.904
H -0.069 -0.143 2.882
H -2.694 0.050 0.602

Output
Kohn-Sham gap in eV: 8.82
Net charge: +1
Spin multiplicity: 1
F_max in eV/A: 3.3

Record 5
An isolated molecule of C3H2OS in a non-equilibrium geometry, computed with ωB97M-V/def2-TZVPD.

Element x y z (Å)
C 0.678 2.106 -0.778
C 0.108 1.030 -0.829
C -0.255 -0.283 -0.358
O -0.614 -1.201 -1.060
S 0.046 -0.546 1.282
H 1.168 3.091 -1.247
H -0.173 -1.869 1.005

Output
Kohn-Sham gap in eV: 10.33
Net charge: 0
SMILES: C#CC(=O)S
Spin multiplicity: 1
F_max in eV/A: 3.6

Record 6
The ion C4H13N2S with charge +2 in a non-equilibrium geometry, computed with ωB97M-V/def2-TZVPD.

Element x y z (Å)
C 1.464 -1.182 -0.298
N 1.434 0.245 -0.141
C 0.165 1.002 -0.243
C -1.162 0.260 -0.530
S -2.439 1.436 -1.144
C 1.504 -2.136 0.973
N 1.540 -1.225 2.222
H 0.571 -1.575 -0.786
H 2.389 -1.428 -0.814
H 2.092 0.792 -0.671
H 0.000 1.697 0.585
H 0.371 1.711 -1.055
H -1.476 -0.297 0.355
H -1.027 -0.424 -1.365
H -2.271 2.556 -0.418
H 0.619 -2.753 1.061
H 2.458 -2.643 1.083
H 1.165 -1.602 3.092
H 2.500 -0.897 2.348
H 1.009 -0.382 1.993

Output
Kohn-Sham gap (spin up / spin down) in eV: 10.24 / 4.92
Net charge: +2
Spin multiplicity: 2
F_max in eV/A: 2.5

Please write out number 1 again, unchanged.
A cluster of 6 separate species, C14H18F2N4O6 in total in a non-equilibrium geometry, computed with ωB97M-V/def2-TZVPD.

Element x y z (Å)
O 7.955 -9.865 10.973
C 7.344 -10.617 10.163
O 8.061 -11.448 9.231
C 7.103 -12.287 8.533
C 5.727 -12.071 9.220
F 5.427 -13.204 9.917
O 6.069 -11.074 10.233
H 6.934 -11.899 7.529
H 7.276 -13.363 8.533
H 4.852 -11.652 8.723
O 6.707 -16.285 9.905
C 6.942 -16.517 11.132
O 8.179 -16.286 11.741
C 8.158 -16.956 12.949
C 6.720 -16.929 13.364
F 6.453 -15.786 14.086
O 6.064 -16.956 12.085
H 8.484 -17.996 12.985
H 8.735 -16.407 13.693
H 6.327 -17.789 13.905
C 7.509 -11.715 18.058
C 6.365 -11.558 18.956
N 5.488 -11.494 19.710
H 7.135 -12.239 17.179
H 8.279 -12.301 18.559
H 7.784 -10.712 17.729
C 8.701 -12.785 12.435
C 8.738 -13.132 13.835
N 8.727 -13.337 14.933
H 7.626 -12.807 12.260
H 9.093 -13.679 11.950
H 9.298 -11.903 12.201
C 12.840 -9.883 10.396
C 12.108 -11.072 10.877
N 11.496 -12.002 11.216
H 13.880 -10.145 10.200
H 12.783 -9.019 11.058
H 12.419 -9.645 9.419
C 10.362 -14.419 8.621
C 11.758 -14.550 8.933
N 12.898 -14.598 9.166
H 9.872 -14.143 9.555
H 9.986 -15.408 8.359
H 10.358 -13.682 7.818

Output
Kohn-Sham gap in eV: 11.52
Net charge: 0
SMILES: O=C1OC[C@@H](F)O1.O=C1OC[C@@H](F)O1.CC#N.CC#N.CC#N.CC#N
Spin multiplicity: 1
F_max in eV/A: 6.2